[1]
C34H31Cl2N3O4 | ωB97M-V/def2-TZVPD

## Properties
Kohn-Sham gap = 9.23 eV
E_tot = -73470.4182 eV

XYZ file:
```
74
C34H31Cl2N3O4 ωB97M-V/def2-TZVPD
C 0.979 2.927 -4.970
C 0.069 2.503 -3.859
C -1.275 2.852 -3.844
C -2.103 2.437 -2.815
C -1.605 1.669 -1.778
C -0.262 1.321 -1.792
N 0.280 0.530 -0.745
C -0.332 -0.648 -0.278
O -1.396 -1.060 -0.643
N 0.554 -1.237 0.591
C 0.159 -1.892 1.835
C -1.126 -2.673 1.770
C -2.062 -2.644 2.792
C -3.203 -3.425 2.722
C -3.404 -4.246 1.626
Cl -4.827 -5.219 1.535
C -2.467 -4.304 0.607
C -1.330 -3.526 0.690
C 0.297 -0.725 2.831
C -0.759 0.372 2.673
O -1.954 0.256 2.682
N -0.097 1.578 2.557
C -0.816 2.848 2.511
C -0.557 3.663 3.779
C -1.354 4.963 3.727
C -0.976 5.769 2.489
C -1.222 4.949 1.226
C -0.428 3.648 1.269
C 1.279 1.461 2.570
O 2.068 2.352 2.703
C 1.579 -0.017 2.385
C 1.679 -0.361 0.867
C 3.021 -1.011 0.480
C 3.061 -1.190 -1.013
C 2.350 -2.219 -1.619
C 2.278 -2.315 -2.997
C 2.931 -1.376 -3.778
Cl 2.822 -1.469 -5.500
C 3.670 -0.360 -3.193
C 3.729 -0.271 -1.814
C 1.438 0.819 -0.080
O 2.136 1.785 -0.230
C 0.570 1.729 -2.821
H 0.454 3.548 -5.691
H 1.824 3.487 -4.573
H 1.373 2.052 -5.486
H -1.679 3.452 -4.646
H -3.146 2.714 -2.818
H -2.247 1.331 -0.979
H 0.966 -2.609 2.068
H -1.925 -2.007 3.649
H -3.934 -3.391 3.514
H -2.627 -4.951 -0.241
H -0.601 -3.569 -0.104
H 0.318 -1.059 3.870
H -1.877 2.576 2.460
H -0.843 3.078 4.656
H 0.508 3.887 3.845
H -1.158 5.546 4.629
H -2.422 4.733 3.701
H -1.560 6.691 2.454
H 0.080 6.040 2.543
H -0.931 5.521 0.344
H -2.288 4.721 1.141
H 0.641 3.866 1.299
H -0.628 3.063 0.369
H 2.484 -0.311 2.915
H 3.117 -1.970 0.993
H 3.823 -0.345 0.801
H 1.840 -2.950 -1.010
H 1.713 -3.108 -3.462
H 4.185 0.359 -3.811
H 4.282 0.535 -1.356
H 1.611 1.442 -2.811
```

---

[2]
C34H31N2OPPdS | ωB97M-V/def2-TZVPD

## Properties
Relative energy (zero: lowest compared OMol25 entry of this formula, charge and spin) = 163.2 kJ/mol
Kohn-Sham gap = 7.03 eV
E_tot = -64393.5542 eV

XYZ file:
```
71
C34H31N2OPPdS ωB97M-V/def2-TZVPD
Pd 0.274 -0.312 -0.506
C 4.903 0.801 2.739
C 5.107 -0.572 2.110
N 4.497 -0.704 0.779
C 5.386 -0.548 -0.375
C 5.674 0.907 -0.715
C 3.169 -0.887 0.668
S 2.499 -1.007 -0.950
N 2.522 -0.960 1.831
C 1.234 -1.304 1.980
O 0.454 -1.805 1.141
C 0.689 -1.094 3.360
C 1.520 -0.943 4.465
C 0.975 -0.722 5.722
C -0.403 -0.644 5.880
C -1.237 -0.809 4.781
C -0.691 -1.040 3.527
H 5.276 0.794 3.766
H 3.841 1.041 2.763
H 5.431 1.582 2.191
H 4.674 -1.330 2.757
H 6.169 -0.788 1.992
H 4.933 -1.038 -1.228
H 6.312 -1.076 -0.143
H 4.738 1.439 -0.899
H 6.284 0.965 -1.619
H 6.212 1.410 0.089
H 2.592 -1.004 4.327
H 1.627 -0.607 6.580
H -0.826 -0.451 6.858
H -2.312 -0.758 4.904
H -1.324 -1.174 2.660
C -6.534 -1.521 -0.303
C -5.958 -0.735 0.686
C -4.633 -0.342 0.567
C -3.881 -0.719 -0.548
C -4.459 -1.517 -1.529
C -5.786 -1.910 -1.405
P -2.158 -0.135 -0.643
C -1.583 -1.179 -2.050
C -1.537 -0.761 -3.378
C -1.087 -1.623 -4.366
C -0.676 -2.910 -4.042
C -0.712 -3.334 -2.721
C -1.158 -2.473 -1.729
C -2.287 1.494 -1.424
C -3.449 2.052 -1.884
C -3.434 3.336 -2.474
C -2.264 4.031 -2.573
C -1.042 3.480 -2.109
C 0.178 4.195 -2.191
C 1.332 3.637 -1.725
C 1.332 2.331 -1.179
C 0.176 1.607 -1.085
C -1.048 2.182 -1.539
H -7.565 -1.839 -0.210
H -6.536 -0.436 1.550
H -4.177 0.269 1.339
H -3.881 -1.826 -2.389
H -6.235 -2.524 -2.175
H -1.863 0.239 -3.639
H -1.057 -1.288 -5.396
H -0.326 -3.579 -4.817
H -0.387 -4.332 -2.460
H -1.211 -2.817 -0.702
H -4.386 1.514 -1.799
H -4.359 3.769 -2.834
H -2.251 5.023 -3.011
H 0.178 5.189 -2.624
H 2.264 4.185 -1.789
H 2.265 1.904 -0.841
```

---

[3]
C34H31N3O4 | ωB97M-V/def2-TZVPD

## Properties
Relative energy (zero: lowest compared OMol25 entry of this formula, charge and spin) = 0.0 kJ/mol
Kohn-Sham gap = 8.79 eV
E_tot = -48422.6126 eV

XYZ file:
```
72
C34H31N3O4 ωB97M-V/def2-TZVPD
O 1.544 -2.010 -1.386
C 1.168 -1.780 -0.268
C 1.819 -0.850 0.756
C 2.251 0.541 0.260
C 2.790 0.545 -1.132
C 4.073 0.750 -1.412
C 4.658 0.696 -2.744
C 4.074 -0.036 -3.777
C 4.654 -0.064 -5.031
C 5.825 0.635 -5.277
C 6.421 1.356 -4.255
C 5.847 1.380 -2.999
N 1.020 1.308 0.399
C 0.705 2.373 -0.359
O 1.479 2.962 -1.080
C -0.772 2.768 -0.246
N -1.611 1.602 -0.113
C -2.833 1.534 -0.895
C -3.909 2.444 -0.351
C -5.345 2.061 -0.554
C -4.734 1.975 0.810
C -1.252 0.567 0.652
O -1.888 -0.470 0.730
C 0.091 0.751 1.375
C -0.057 1.701 2.594
C -1.455 1.766 3.151
C -2.105 2.988 3.265
C -3.373 3.065 3.814
C -4.011 1.916 4.245
C -3.372 0.693 4.130
C -2.099 0.616 3.595
C 0.708 -0.612 1.774
C -0.197 -1.834 1.608
O -0.848 -2.362 2.466
N 0.091 -2.374 0.355
C -0.640 -3.460 -0.195
C -2.019 -3.501 -0.041
C -2.729 -4.569 -0.559
C -2.072 -5.585 -1.232
C -0.697 -5.535 -1.386
C 0.026 -4.477 -0.864
H 2.673 -1.391 1.172
H 3.007 0.945 0.951
H 2.075 0.337 -1.912
H 4.759 1.001 -0.611
H 3.178 -0.606 -3.586
H 4.194 -0.639 -5.822
H 6.276 0.611 -6.259
H 7.338 1.897 -4.439
H 6.314 1.946 -2.205
H -1.037 3.296 -1.164
H -0.918 3.460 0.591
H -2.596 1.794 -1.933
H -3.172 0.497 -0.855
H -3.665 3.498 -0.397
H -6.060 2.845 -0.751
H -5.553 1.142 -1.079
H -5.030 2.697 1.554
H -4.516 1.000 1.217
H 0.269 2.702 2.302
H 0.623 1.371 3.384
H -1.611 3.893 2.939
H -3.860 4.025 3.906
H -5.002 1.973 4.672
H -3.863 -0.209 4.464
H -1.615 -0.345 3.517
H 1.059 -0.584 2.806
H -2.518 -2.699 0.478
H -3.801 -4.605 -0.439
H -2.630 -6.416 -1.637
H -0.180 -6.326 -1.909
H 1.098 -4.439 -0.981
```